Formula: C29H28N4O3PRu
Source: the OMol25 dataset
Level of theory: ωB97M-V with the def2-TZVPD basis set

HOMO-LUMO gap	7.166	eV
DFT total energy	-2002.70412	hartree
charge	+1

Last column: natural (NBO) charge in e.
Positions of all 66 atoms, in Å:
Ru -0.0455 -0.1849 -0.5536  0.834
O -0.0574 -2.3065 -0.6756  -0.508
C 1.0397 -3.1108 -0.3366  0.297
C 0.8327 -4.4393 -0.0058  -0.275
C 1.9118 -5.2655 0.2653  -0.154
C 3.2037 -4.7704 0.2039  -0.221
C 3.3966 -3.4385 -0.0991  -0.146
C 2.3333 -2.5615 -0.3557  -0.103
C 2.7246 -1.1699 -0.5485  0.112
N 1.9284 -0.1671 -0.5820  -0.245
N 2.5102 1.0840 -0.6964  -0.406
C 1.6034 2.0168 -0.7749  0.555
O 0.3132 1.7874 -0.8188  -0.735
C 2.0629 3.4187 -0.6423  -0.072
C 1.1243 4.4301 -0.4553  -0.194
C 1.5380 5.7421 -0.2825  -0.217
C 2.8901 6.0497 -0.3052  -0.183
C 3.8292 5.0438 -0.4981  -0.213
C 3.4212 3.7320 -0.6640  -0.175
H -0.1693 -4.8388 0.0336  0.240
H 1.7320 -6.3011 0.5194  0.232
H 4.0507 -5.4115 0.4023  0.235
H 4.4013 -3.0361 -0.1253  0.225
H 3.7879 -0.9589 -0.6165  0.216
H 0.0729 4.1791 -0.4334  0.216
H 0.8058 6.5239 -0.1299  0.220
H 3.2143 7.0735 -0.1730  0.222
H 4.8836 5.2851 -0.5177  0.223
H 4.1438 2.9417 -0.8086  0.235
C 1.5155 1.2300 4.5196  -0.178
C 1.0588 -0.0740 4.6682  -0.204
C 0.3903 -0.7013 3.6323  -0.208
C 0.1908 -0.0096 2.4414  0.147
C 0.6430 1.2919 2.2813  -0.223
C 1.3017 1.9122 3.3308  -0.189
N -0.4796 -0.6581 1.3411  -0.055
N -1.3211 -1.5053 1.6973  -0.127
C -1.9566 -2.3230 0.7425  0.014
C -3.2432 -2.7599 1.0360  -0.153
C -3.9174 -3.5741 0.1411  -0.207
C -3.3017 -3.9847 -1.0347  -0.183
C -1.9998 -3.5910 -1.3198  -0.263
C -1.3493 -2.7740 -0.4234  0.349
H 2.0406 1.7129 5.3328  0.227
H 1.2290 -0.6067 5.5939  0.228
H 0.0394 -1.7185 3.7300  0.234
H 0.4422 1.8240 1.3635  0.238
H 1.6472 2.9306 3.2145  0.228
H -3.6998 -2.4349 1.9612  0.241
H -4.9234 -3.9004 0.3661  0.234
H -3.8282 -4.6264 -1.7281  0.233
H -1.4893 -3.9169 -2.2168  0.241
C -1.9113 0.8467 -3.3935  -1.021
P -2.8045 0.9061 -1.8350  1.965
C -4.4784 0.3594 -2.1622  -1.007
C -2.8635 2.6262 -1.3410  -1.022
O -2.1842 0.0219 -0.7709  -1.107
H -2.3193 1.5745 -4.0959  0.263
H -1.9849 -0.1508 -3.8274  0.257
H -0.8629 1.0941 -3.2189  0.261
H -4.9573 0.9904 -2.9110  0.256
H -5.0533 0.3983 -1.2369  0.264
H -4.4524 -0.6711 -2.5163  0.259
H -3.4348 3.2219 -2.0532  0.254
H -1.8404 2.9972 -1.2786  0.276
H -3.3252 2.6951 -0.3557  0.263

***

Formula: C29H29AsN2O11RuS
Source: the OMol25 dataset
Level of theory: ωB97M-V with the def2-TZVPD basis set

spin multiplicity	2
HOMO-LUMO gap (spin up / spin down)	5.816 / 5.896	eV
DFT total energy	-4788.60293	hartree
charge	-1

Last column: Mulliken spin population.
Positions of all 74 atoms, in Å:
Ru 1.9993 0.5900 0.9930  0.881
O 1.1179 -4.0442 5.1254  0.003
C 1.4325 -3.2046 4.3208  0.001
C 2.1159 -3.4583 2.9822  0.005
O 2.4360 -4.5376 2.5382  0.004
C 2.2564 -2.1270 2.3412  0.011
C 1.7417 -1.1622 3.2047  -0.023
O 1.7287 0.1222 2.8983  -0.024
C 1.1661 -1.7104 4.4091  -0.009
O 0.5582 -1.1392 5.2992  -0.002
O 2.6937 -1.8733 1.1886  0.069
O 0.7532 4.2929 0.6095  0.001
As 2.4475 3.9101 1.0473  -0.001
O 3.0190 5.1602 1.8929  -0.002
O 2.2511 2.4041 1.7979  0.041
C 3.1526 3.7569 -0.7658  -0.011
C 2.6297 4.6813 -1.6666  -0.001
C 3.0618 4.7096 -2.9845  0.000
C 4.0204 3.8083 -3.4197  0.000
C 4.5511 2.8844 -2.5326  0.001
C 4.1213 2.8639 -1.2139  0.011
S 4.8584 1.6685 -0.1179  0.006
O 5.9754 1.0993 -0.8175  0.000
O 5.0892 2.3472 1.1237  0.001
O 3.7661 0.6092 -0.0017  0.011
H 0.2980 3.4679 0.4028  -0.001
H 1.8763 5.3801 -1.3284  0.000
H 2.6487 5.4399 -3.6688  0.000
H 4.3626 3.8271 -4.4467  0.000
H 5.3120 2.1796 -2.8380  0.000
C -4.4529 0.3728 3.5085  0.000
C -4.2424 0.8969 2.0808  0.001
C -4.7333 2.3480 1.9852  0.000
C -5.0640 0.0393 1.1190  0.000
C -2.7538 0.8545 1.7607  -0.001
C -1.8520 1.5857 2.5312  0.002
C -0.5004 1.5269 2.2714  0.007
N -0.0164 0.7913 1.2642  -0.007
C -0.8563 0.0672 0.5101  0.019
C -2.2242 0.0866 0.7321  0.001
C -0.1842 -0.7571 -0.5117  -0.018
C -0.8283 -1.5968 -1.3989  -0.001
C -0.0882 -2.3645 -2.2967  0.000
C 1.2940 -2.2313 -2.2518  -0.003
C 1.8811 -1.3842 -1.3295  0.004
N 1.1532 -0.6590 -0.4850  0.028
C -0.8037 -3.3172 -3.2471  0.001
C -1.7850 -2.5215 -4.1184  -0.001
C -1.5741 -4.3539 -2.4165  0.000
C 0.1736 -4.0551 -4.1616  0.000
H -5.5153 0.4000 3.7593  0.000
H -3.9168 0.9748 4.2419  0.000
H -4.1017 -0.6558 3.6025  0.000
H -5.7984 2.3944 2.2206  0.000
H -4.5864 2.7443 0.9787  0.000
H -4.2065 2.9983 2.6834  0.000
H -6.1196 0.1109 1.3851  0.000
H -4.7807 -1.0136 1.1748  0.000
H -4.9585 0.3764 0.0856  0.000
H -2.1850 2.1915 3.3619  0.000
H 0.2391 2.0489 2.8607  -0.003
H -2.8635 -0.5180 0.1081  0.000
H -1.9065 -1.6651 -1.3784  0.001
H 1.9389 -2.7978 -2.9055  0.000
H 2.9526 -1.2806 -1.2315  0.000
H -2.5398 -2.0130 -3.5173  0.000
H -2.3019 -3.1960 -4.8038  0.000
H -1.2594 -1.7691 -4.7091  0.000
H -2.3187 -3.8832 -1.7736  0.000
H -0.8953 -4.9252 -1.7818  0.000
H -2.0933 -5.0481 -3.0803  0.000
H 0.7440 -3.3635 -4.7843  0.000
H -0.3845 -4.7182 -4.8244  0.000
H 0.8739 -4.6670 -3.5914  0.000

***

Formula: C29H29AsO2PtSSe4
Source: the OMol25 dataset
Level of theory: ωB97M-V with the def2-TZVPD basis set

HOMO-LUMO gap (spin up / spin down)	5.914 / 5.915	eV
DFT total energy	-13632.01722	hartree
charge	0

Last column: natural (NBO) charge in e.
Positions of all 67 atoms, in Å:
Pt 0.0715 -0.1588 -0.1548  0.796
Se 1.1497 -1.3254 1.7456  -0.251
Se 1.4172 0.1153 3.4857  -0.033
Se -0.3976 1.5543 2.9553  -0.044
Se 0.2936 2.0693 0.8546  -0.229
S 2.1116 0.0667 -1.1342  0.118
C 1.8202 -0.6005 -2.7520  -0.170
C 2.5622 -0.0954 -3.8145  -0.232
C 2.4221 -0.6497 -5.0803  -0.178
C 1.5333 -1.6903 -5.3074  -0.244
C 0.7918 -2.1998 -4.2488  -0.125
C 0.9497 -1.6674 -2.9803  -0.411
As -0.0364 -2.2404 -1.4360  1.195
C -1.7435 -2.9085 -2.0190  -0.385
C -1.9022 -4.2713 -2.2537  -0.149
C -3.1190 -4.7517 -2.7193  -0.235
C -4.1686 -3.8748 -2.9505  -0.194
C -4.0042 -2.5157 -2.7166  -0.198
C -2.7930 -2.0252 -2.2525  -0.196
C 0.8998 -3.7569 -0.7233  -0.402
C 0.3220 -4.4931 0.3074  -0.196
C 1.0407 -5.5150 0.9074  -0.206
C 2.3369 -5.7908 0.4915  -0.191
C 2.9164 -5.0458 -0.5249  -0.222
C 2.2001 -4.0243 -1.1340  -0.135
H 3.2286 0.7434 -3.6570  0.228
H 2.9949 -0.2397 -5.9025  0.219
H 1.4059 -2.0916 -6.3040  0.219
H 0.0833 -3.0034 -4.4141  0.214
H -1.0903 -4.9633 -2.0687  0.215
H -3.2449 -5.8118 -2.8982  0.217
H -5.1171 -4.2500 -3.3133  0.216
H -4.8229 -1.8298 -2.8940  0.217
H -2.6452 -0.9684 -2.0698  0.270
H -0.6802 -4.2628 0.6503  0.227
H 0.5908 -6.0884 1.7075  0.218
H 2.8993 -6.5846 0.9659  0.217
H 3.9291 -5.2561 -0.8429  0.219
H 2.6560 -3.4394 -1.9234  0.218
C -2.4444 1.7467 -3.1455  -0.620
C -1.3079 1.8004 -2.1335  0.089
C -0.0464 2.3643 -2.7659  -0.634
O -1.1350 0.4761 -1.6718  -0.860
H -2.6707 2.7405 -3.5390  0.208
H -3.3533 1.3440 -2.6914  0.201
H -2.1671 1.0984 -3.9803  0.208
H -1.6027 2.4588 -1.3043  0.159
H 0.2188 1.7836 -3.6536  0.204
H 0.7928 2.3280 -2.0708  0.216
H -0.1959 3.4050 -3.0639  0.208
C -2.6754 -1.6062 3.0502  -0.728
C -2.6702 -0.7931 1.7862  0.639
O -1.9512 -1.1509 0.8586  -0.641
C -3.5542 0.3904 1.6680  -0.121
C -3.4927 1.1607 0.5098  -0.206
C -4.2990 2.2796 0.3817  -0.163
C -5.1735 2.6286 1.4025  -0.194
C -5.2434 1.8595 2.5573  -0.226
C -4.4317 0.7456 2.6923  -0.178
H -1.9546 -2.4120 2.9470  0.248
H -3.6698 -2.0107 3.2494  0.233
H -2.3942 -0.9710 3.8919  0.248
H -2.8001 0.8798 -0.2736  0.257
H -4.2411 2.8838 -0.5148  0.211
H -5.8028 3.5035 1.2993  0.215
H -5.9245 2.1329 3.3522  0.217
H -4.4776 0.1571 3.5988  0.214